[1]
Formula: C6H11N
Source: OMol25
Level of theory: ωB97M-V/def2-TZVPD

## Properties
Total charge = 0
SMILES = C=CC(N)=C(C)C
Max |F| = 1.77 eV/Å
ΔE to the lowest compared entry with this formula, charge and spin = 143.2 kJ/mol
Frontier orbital gap = 8.528 eV

Cartesian coordinates (Å):
C: -1.042 1.664 2.059
C: -0.798 1.173 0.854
C: -0.188 -0.118 0.497
N: -0.405 -1.172 1.410
C: 0.270 -0.383 -0.748
C: 1.035 -1.643 -1.065
C: 0.480 0.726 -1.751
H: -1.730 2.489 2.100
H: -0.531 1.348 2.963
H: -1.295 1.665 0.023
H: -0.622 -2.025 0.937
H: -0.690 -0.913 2.334
H: 2.078 -1.355 -1.251
H: 1.085 -2.291 -0.204
H: 0.666 -2.105 -1.987
H: 0.129 0.364 -2.718
H: 1.549 0.896 -1.881
H: 0.009 1.682 -1.571

***

[2]
Formula: C6H11N
Source: OMol25
Level of theory: ωB97M-V/def2-TZVPD

## Properties
Total charge = 0
SMILES = C/C=C/C=C/NC
Max |F| = 1.45 eV/Å
ΔE to the lowest compared entry with this formula, charge and spin = 269.2 kJ/mol
Frontier orbital gap = 8.757 eV

Cartesian coordinates (Å):
C: -1.662 1.645 -2.339
C: -0.592 0.923 -1.606
C: -0.688 -0.318 -1.117
C: 0.271 -0.817 -0.125
C: 0.004 -1.476 1.019
N: 0.821 -1.361 2.162
C: 1.532 -0.115 2.439
H: -1.287 2.098 -3.264
H: -1.989 2.475 -1.714
H: -2.548 1.093 -2.655
H: 0.356 1.426 -1.428
H: -1.381 -0.968 -1.656
H: 1.317 -0.690 -0.414
H: -0.692 -2.314 1.018
H: 1.367 -2.205 2.272
H: 2.409 -0.329 3.036
H: 1.877 0.291 1.504
H: 0.884 0.642 2.866

***

[3]
Formula: C6H11N
Source: OMol25
Level of theory: ωB97M-V/def2-TZVPD

## Properties
Total charge = 0
SMILES = C/C=C/C=C/NC
Max |F| = 2.93 eV/Å
ΔE to the lowest compared entry with this formula, charge and spin = 183.0 kJ/mol
Frontier orbital gap = 8.270 eV

Cartesian coordinates (Å):
C: -2.976 0.111 -2.217
C: -2.014 0.420 -1.096
C: -1.233 -0.466 -0.431
C: -0.163 0.072 0.346
C: 0.923 -0.551 0.890
N: 1.794 0.122 1.732
C: 3.194 -0.027 1.628
H: -3.400 -0.894 -2.034
H: -3.695 0.946 -2.194
H: -2.504 -0.038 -3.191
H: -1.822 1.479 -0.975
H: -1.532 -1.505 -0.490
H: -0.263 1.080 0.715
H: 1.298 -1.513 0.581
H: 1.474 1.005 2.087
H: 3.719 0.688 0.946
H: 3.515 -0.930 1.083
H: 3.683 0.001 2.620

***

[4]
Formula: C6H11N
Source: OMol25
Level of theory: ωB97M-V/def2-TZVPD

## Properties
Total charge = 0
SMILES = C=CC(N)=C(C)C
Max |F| = 5.50 eV/Å
ΔE to the lowest compared entry with this formula, charge and spin = 310.1 kJ/mol
Frontier orbital gap = 7.914 eV

Cartesian coordinates (Å):
C: 2.438 1.182 -1.118
C: 1.440 0.199 -0.815
C: 0.222 0.380 0.016
N: -0.030 1.777 0.312
C: -0.663 -0.553 0.339
C: -2.127 -0.291 0.215
C: -0.231 -1.833 0.805
H: 3.349 1.214 -1.625
H: 2.374 2.102 -0.555
H: 1.649 -0.915 -1.007
H: -0.828 2.067 0.834
H: 0.167 2.384 -0.452
H: -2.460 -1.284 0.500
H: -2.479 -0.219 -0.933
H: -2.656 0.478 0.860
H: -0.230 -2.714 0.043
H: 0.911 -1.767 0.990
H: -0.848 -2.207 1.592

***

Q: Look up the total charge of the third one.
A: 0

***

Q: Which of these has the lowest frontier orbital gap?
A: number 4